1.
# C29H49BaCl3N3O3Si

A structure of composition C29H49BaCl3N3O3Si in a non-equilibrium geometry (ωB97M-V/def2-TZVPD, the OMol25 dataset).

Computed properties:
Multiplicity ... 1
Kohn-Sham gap ... 3.009 eV
Energy above the lowest of the compared OMol25 structures with the same formula, charge and spin ... 4.9941 eV
Charge ... -1

Positions of all 89 atoms, in Å:
C  0.95033  5.75909  -4.07532
C  2.41736  5.99197  -4.06809
H  0.38043  6.63399  -3.74874
H  0.75767  4.95446  -3.37193
H  0.52607  5.44893  -5.03406
C  2.93101  7.20222  -4.44001
C  2.11723  8.41072  -4.82684
H  4.01285  7.33000  -4.57478
H  1.35584  8.66976  -4.05963
H  1.65110  8.30178  -5.82794
H  2.82129  9.25395  -4.92641
Ba  1.57436  1.87742  -2.93187
Cl  3.10186  -0.48149  -3.90647
Cl  -0.51203  3.62370  -2.11120
C  3.40734  -1.02087  -0.65814
O  2.60607  -0.34324  0.00876
N  4.75222  -0.99344  -0.58652
C  5.51663  -0.36730  0.48154
C  5.49605  -1.37503  -1.78269
H  2.95891  -1.71165  -1.40149
H  5.05395  -0.55705  1.44701
H  5.63498  0.71390  0.33625
H  6.50490  -0.83408  0.47777
H  4.81181  -2.03698  -2.35210
H  6.42550  -1.88160  -1.47138
H  5.71342  -0.47915  -2.39506
H  -2.09814  4.74948  0.42228
H  0.22590  4.99786  -0.27985
C  -1.85769  4.61193  1.48854
C  0.39382  5.27241  0.78840
N  -0.42722  4.44263  1.60734
H  -2.37719  3.72883  1.86888
C  0.16005  3.61518  2.53194
O  1.27005  3.07145  2.51540
H  1.45065  5.13059  1.06718
H  -0.57821  3.48739  3.37060
H  -2.16117  5.52623  2.01968
H  0.05445  6.31273  0.95010
O  2.83619  3.88399  -2.66316
C  3.27058  4.77038  -3.77649
C  5.36581  6.12428  -3.11354
C  4.78005  5.07028  -3.84321
H  4.73658  6.70686  -2.43638
C  6.72355  6.46736  -3.26294
H  3.06316  4.05736  -4.58664
C  5.59112  4.47425  -4.83711
H  7.14478  7.23620  -2.60446
C  7.52379  5.76751  -4.17010
C  6.94142  4.81158  -5.00876
H  5.16211  3.71667  -5.48977
H  8.60680  5.93798  -4.17455
H  7.57535  4.26893  -5.71937
Si  3.79455  3.59954  -1.16490
Cl  -1.20340  1.43980  1.32011
C  4.32504  5.14513  -0.22615
C  5.38949  2.75685  -1.84811
C  2.72700  2.39073  -0.29543
H  5.21494  5.67346  -0.66699
H  4.61622  4.85022  0.82831
H  3.49961  5.89785  -0.15874
H  1.65976  2.60152  -0.13077
H  3.17054  2.23368  0.66461
H  2.71460  1.36009  -0.66643
H  6.03146  3.43197  -2.44680
H  5.11544  1.89645  -2.49429
H  5.99694  2.38789  -0.99555
C  -2.67776  -1.09414  3.92945
N  -1.42539  -0.39275  3.53510
C  -1.02282  0.57679  4.58464
C  -0.31046  -1.33103  3.17772
C  -0.65964  -2.21178  2.03955
C  -1.22909  -3.52767  2.22659
C  -1.58714  -4.28915  1.11090
C  -1.35443  -3.80765  -0.18752
C  -0.75046  -2.52621  -0.36911
C  -0.46131  -1.86796  0.74795
H  -2.44873  -1.72364  4.80461
H  -3.04706  -1.70057  3.08511
H  -3.40518  -0.31597  4.22610
H  -1.61565  0.21341  2.63080
H  -0.85973  0.03193  5.51436
H  -0.11144  1.07881  4.26568
H  -1.82361  1.31423  4.69704
H  0.53385  -0.68445  2.94835
H  -0.12545  -1.91600  4.08095
H  -1.31908  -3.89557  3.26546
H  -2.02897  -5.27028  1.28988
H  -1.65570  -4.42379  -1.03461
H  -0.51444  -2.17223  -1.37227

Atomic forces in eV per Å
-0.202 -0.166 0.575
0.606 1.783 -0.416
0.106 -0.122 -0.002
-0.470 0.187 0.007
0.294 0.037 -0.204
-0.025 -1.456 0.071
0.163 0.274 -0.075
-0.551 -0.117 0.268
0.340 -0.182 -0.628
-0.034 -0.060 0.613
-0.423 -0.139 0.141
-1.472 -1.984 -0.175
-0.093 0.437 -0.225
-0.548 -0.338 -0.044
-2.466 0.668 0.683
1.848 -1.233 -0.436
0.704 -0.181 -0.080
-0.321 0.070 -0.269
-0.505 -0.277 0.127
0.709 0.159 0.084
-0.183 0.103 -0.024
-0.013 -0.137 0.100
-0.044 0.122 0.047
0.823 0.354 0.055
-0.334 0.083 -0.330
0.052 -0.518 0.147
0.050 -0.277 0.327
0.408 0.418 0.602
0.144 0.375 0.185
-0.046 0.044 -1.142
1.295 -0.531 0.899
0.143 0.163 -0.141
-0.830 -0.844 0.083
-1.059 1.772 0.124
-0.427 0.162 -0.107
0.593 -0.458 -0.306
-0.203 -0.046 0.000
0.453 -0.092 -0.170
2.169 2.725 1.206
0.775 -1.037 -0.486
0.129 -0.107 -0.110
0.524 0.710 -0.723
0.298 -0.258 -0.191
-0.543 -0.508 0.290
0.222 0.366 -0.510
-0.169 0.104 0.227
-0.120 -0.284 -0.391
-0.050 0.017 0.211
-0.074 -0.130 0.609
0.002 0.035 0.144
-0.485 0.061 -0.245
-0.436 0.235 0.193
0.773 0.257 -1.727
-0.625 0.002 0.009
0.121 0.656 0.632
-0.221 0.061 0.331
-0.568 0.070 -0.431
-0.877 -0.782 0.383
-0.465 0.236 -1.062
0.567 -0.595 0.073
0.220 0.476 0.243
0.097 -0.017 0.923
0.497 0.196 -0.012
-0.392 -0.327 0.465
0.153 0.292 0.367
-0.298 0.072 -0.454
0.135 0.316 0.039
-0.809 0.264 0.013
-0.152 -0.213 -0.399
-0.091 0.127 0.523
-1.435 -3.609 -0.562
0.722 1.467 0.758
0.115 0.062 0.368
0.058 0.704 -0.339
-1.597 -3.746 -0.336
2.334 4.802 0.444
-0.184 0.058 -0.331
0.241 0.313 0.473
0.220 -0.465 -0.251
0.540 -0.105 0.090
0.011 0.050 0.081
-0.024 0.002 -0.065
0.167 -0.119 0.033
0.051 -0.103 -0.200
0.158 -0.024 0.247
-0.241 -0.344 -0.447
0.094 0.138 -0.242
-0.032 -0.115 -0.037
0.010 -0.039 -0.188

---

2.
# C23H33N3O5S

An isolated molecule of C23H33N3O5S in a non-equilibrium geometry (ωB97M-V/def2-TZVPD, the OMol25 dataset).

Computed properties:
Multiplicity ... 1
Kohn-Sham gap ... 8.640 eV
Energy above the lowest of the compared OMol25 structures with the same formula, charge and spin ... 0.5952 eV
Charge ... 0
SMILES string ... CCOCCCNC(=O)c1cn(C)c2ccc(S(=O)(=O)N(C)C3CCCCC3)cc2c1=O

Positions of all 65 atoms, in Å:
C  -3.33701  -2.60182  1.91876
C  -4.74435  -2.70944  1.33117
O  -4.82406  -2.36976  -0.03294
C  -4.70252  -0.99032  -0.30537
C  -4.90508  -0.77819  -1.80215
C  -4.80666  0.70000  -2.18105
N  -3.51428  1.24590  -1.84943
C  -3.33913  2.13893  -0.86396
O  -4.24980  2.68010  -0.25431
C  -1.90907  2.45875  -0.55024
C  -1.70536  3.46545  0.34267
N  -0.50473  3.87380  0.79253
C  -0.42509  4.96903  1.73159
C  0.63422  3.23661  0.35390
C  1.90781  3.59370  0.82449
C  3.02697  2.92453  0.38214
C  2.90670  1.90594  -0.55347
S  4.36755  0.98181  -1.04511
O  5.51743  1.78065  -0.73650
O  4.18143  0.51662  -2.38477
N  4.38992  -0.33716  -0.04173
C  4.79659  -0.08509  1.31577
C  3.44776  -1.40127  -0.33228
C  4.12922  -2.77229  -0.29569
C  3.15445  -3.83985  -0.78583
C  1.89204  -3.85211  0.07193
C  1.23251  -2.47606  0.08189
C  2.21576  -1.41828  0.57727
C  1.67496  1.55190  -1.04195
C  0.52032  2.19509  -0.58888
C  -0.78177  1.73818  -1.10293
O  -0.85905  0.81380  -1.91028
H  -2.63615  -3.15349  1.29697
H  -3.32939  -3.02207  2.92081
H  -3.01413  -1.56499  1.97637
H  -5.08199  -3.74845  1.37749
H  -5.43941  -2.08682  1.91591
H  -5.45573  -0.42410  0.26493
H  -3.70893  -0.62259  -0.01298
H  -4.14716  -1.35173  -2.33828
H  -5.88440  -1.16361  -2.08589
H  -5.54963  1.28607  -1.63397
H  -4.98004  0.81511  -3.25581
H  -2.68338  0.79514  -2.22713
H  -2.57891  3.97494  0.72876
H  0.01314  4.63777  2.67509
H  0.17842  5.78124  1.32253
H  -1.42677  5.34460  1.92695
H  2.02367  4.39026  1.54045
H  4.01234  3.18610  0.73357
H  5.19532  -0.99751  1.75685
H  3.97684  0.29066  1.94021
H  5.58529  0.66239  1.27292
H  3.13442  -1.21015  -1.36241
H  5.01700  -2.74584  -0.92799
H  4.44222  -3.00338  0.72472
H  3.63410  -4.82011  -0.75420
H  2.88613  -3.63040  -1.82295
H  1.19100  -4.59552  -0.31165
H  2.15218  -4.13510  1.09492
H  0.90329  -2.21829  -0.92631
H  0.35128  -2.49012  0.72710
H  2.51910  -1.65979  1.59874
H  1.73653  -0.43665  0.58560
H  1.57610  0.77735  -1.78656

Atomic forces in eV per Å
-0.344 0.071 -0.275
0.104 -0.111 0.230
0.011 -0.008 -0.229
0.003 0.089 -0.154
0.076 0.146 0.390
-0.329 -0.129 0.009
0.142 -0.215 -0.224
0.248 0.066 -0.103
-0.237 0.148 0.210
0.003 -0.015 0.043
-0.274 -0.260 -0.241
-0.203 -0.052 -0.091
0.098 0.313 0.295
0.404 -0.442 -0.340
-0.027 0.024 0.049
-0.027 0.120 0.082
0.503 -0.338 -0.258
0.026 -0.136 0.185
-0.178 0.089 0.279
-0.331 -0.101 0.037
0.255 0.864 -0.797
0.130 0.254 0.351
-0.289 -0.454 -0.019
-0.103 0.168 -0.342
0.053 -0.092 0.345
-0.101 0.047 -0.297
0.084 -0.096 0.316
-0.054 0.102 -0.288
-0.115 0.086 -0.055
0.293 0.053 0.079
-0.087 0.201 0.161
0.154 -0.081 -0.080
0.099 -0.068 -0.032
0.037 -0.028 0.134
0.087 0.075 0.046
-0.020 0.118 0.095
0.008 -0.098 -0.059
0.065 -0.019 -0.024
-0.112 -0.007 0.011
-0.002 -0.070 -0.063
-0.024 -0.034 -0.053
0.031 -0.059 -0.165
-0.067 0.037 0.120
0.010 0.188 0.148
0.015 0.027 0.043
-0.007 0.034 -0.026
-0.020 -0.015 0.036
0.049 -0.051 -0.037
0.001 0.079 0.067
0.079 0.122 0.100
-0.011 -0.011 0.003
0.028 -0.052 0.043
0.051 -0.087 0.255
-0.117 -0.231 0.056
0.066 0.018 0.030
0.064 -0.008 0.085
0.004 -0.003 -0.098
0.006 -0.035 -0.100
-0.012 -0.059 0.072
-0.011 -0.057 0.066
-0.092 0.032 -0.069
-0.052 0.036 -0.074
0.016 0.037 0.093
0.031 -0.021 0.108
-0.090 -0.101 -0.078